Record 1
2 unconnected molecules or ions with the total composition C6H12BrNO2, computed with ωB97M-V with the def2-TZVPD basis set.

Computed properties:
structure (SMILES): CCCCC=C=O.ONBr
charge: 0
max |F|: 3.33 eV/Å
energy relative to the best compared isomer or geometry (same formula, charge and spin): 87.5 kcal per mole
orbital gap: 9.34 eV
LUMO level: 0.5 eV

```
22
C6H12BrNO2, DFT ωB97M-V with the def2-TZVPD basis set
C 2.7488 0.6077 -1.5565
C 2.2174 0.8338 -0.1257
C 1.4491 -0.3195 0.3889
C 0.5297 0.2254 1.4095
C -0.7879 0.8093 0.8384
C -1.3687 0.6656 -0.3198
O -1.8810 0.6390 -1.3831
H 3.2664 1.5222 -1.8996
H 2.0021 0.4924 -2.2731
H 3.4900 -0.1560 -1.6372
H 1.5383 1.7108 -0.0688
H 3.1954 1.0437 0.4052
H 0.8931 -0.9499 -0.3548
H 2.0917 -1.0660 0.9835
H 0.9052 1.0182 2.0235
H 0.2563 -0.5854 2.1376
H -1.3533 1.2607 1.7130
O -3.4011 -2.2387 -0.6507
N -3.7132 -1.5313 0.5115
Br -4.8358 -0.0942 0.0542
H -2.7949 -1.7584 -1.2663
H -4.4473 -2.1294 1.0703
```

These are the natural (NBO) partial charges, in e, on atoms 1 to 5: C -0.60; C -0.41; C -0.42; C -0.37; C -0.55

=====

Record 2
9 unconnected molecules or ions with the total composition C13H45NO10, computed with ωB97M-V with the def2-TZVPD basis set.

Computed properties:
structure (SMILES): COCCNCCOC.CO.CO.CO.CO.CO.CO.CO.O
charge: 0
max |F|: 2.95 eV/Å
energy relative to the best compared isomer or geometry (same formula, charge and spin): 90.0 kcal per mole
orbital gap: 10.05 eV
LUMO level: 0.6 eV

```
69
C13H45NO10, DFT ωB97M-V with the def2-TZVPD basis set
C -2.5037 -0.1561 2.1484
O -3.1729 -0.6791 0.9817
C -2.2758 -0.8808 -0.0708
C -3.0760 -1.0500 -1.3769
N -2.3494 -1.3415 -2.6543
C -1.8527 -2.7066 -2.7017
C -2.9915 -3.6462 -3.1917
O -3.1334 -3.4196 -4.5340
C -4.3019 -4.0551 -5.1588
H -3.1847 -0.1223 2.9988
H -2.1723 0.8738 2.0159
H -1.6614 -0.7683 2.4707
H -1.6480 -1.7534 0.1093
H -1.6135 -0.0210 -0.1717
H -3.5790 -0.1089 -1.5992
H -3.9091 -1.7506 -1.3214
H -3.0812 -1.4467 -3.3424
H -1.3513 -2.9611 -1.7679
H -1.0606 -2.7850 -3.4463
H -3.9734 -3.4894 -2.7452
H -2.7645 -4.6886 -2.9682
H -5.1922 -3.4676 -4.9344
H -4.4850 -5.1093 -4.9511
H -4.1776 -3.9975 -6.2402
C 1.5132 0.8711 1.0229
O 1.8123 1.2786 -0.3292
H 2.1863 0.0978 1.3931
H 1.5616 1.6517 1.7821
H 0.5143 0.4352 1.0072
H 1.4119 0.5735 -0.8432
C -0.9746 3.0963 3.2652
O -0.9229 2.2985 4.4315
H -0.3457 3.9799 3.3737
H -0.7166 2.4762 2.4067
H -2.0215 3.3676 3.1286
H -0.0131 2.0219 4.5631
C 1.8177 -2.9616 0.2977
O 2.5503 -3.2424 1.4960
H 2.4910 -3.3390 -0.4719
H 0.8102 -3.3698 0.2168
H 1.6754 -1.8845 0.2098
H 2.4664 -4.1734 1.7145
C 2.9765 4.6965 0.2635
O 2.5617 5.2394 1.4792
H 2.4272 3.8006 -0.0256
H 3.0238 5.4358 -0.5361
H 3.9986 4.3456 0.4058
H 2.9972 6.0946 1.5016
C -0.3789 3.5910 -1.1662
O -0.5285 2.3022 -1.6942
H 0.1641 3.6287 -0.2218
H 0.1714 4.2099 -1.8749
H -1.3555 4.0354 -0.9744
H -0.8192 2.3920 -2.6047
C 4.7814 -0.0855 -0.4078
O 4.5927 1.2699 -0.2367
H 5.8530 -0.2746 -0.3439
H 4.1980 -0.7015 0.2765
H 4.5782 -0.4255 -1.4233
H 3.6361 1.3500 -0.2443
C 1.9355 -0.8715 4.3832
O 1.2431 0.2174 4.9018
H 2.9891 -0.6650 4.1948
H 1.8627 -1.7452 5.0309
H 1.5696 -1.2662 3.4354
H 1.6209 0.3658 5.7718
O 0.2034 -0.3772 -1.9620
H 0.0226 0.5619 -1.9203
H -0.6296 -0.7707 -2.2216
```

These are the natural (NBO) partial charges, in e, on atoms 1 to 5: C -0.26; O -0.54; C -0.07; C -0.24; N -0.64

=====

Record 3
A molecular structure, C3H3FOS, computed with ωB97M-V with the def2-TZVPD basis set.

Computed properties:
charge: 0
max |F|: 3.27 eV/Å
energy relative to the best compared isomer or geometry (same formula, charge and spin): 35.2 kcal per mole
orbital gap: 9.08 eV
LUMO level: -0.3 eV

```
9
C3H3FOS, DFT ωB97M-V with the def2-TZVPD basis set
C 0.9369 -0.4263 0.4472
C 1.4189 0.9972 0.0920
C -0.4348 0.1336 0.0570
H 1.1734 -1.0051 1.4872
H 1.9890 1.0179 -0.8833
H 1.7090 1.4363 1.0001
O 0.0473 1.4020 -0.2402
F 1.6018 -1.3299 -0.3475
S -1.9495 -0.3077 -0.0082
```

These are the natural (NBO) partial charges, in e, on atoms 1 to 5: C 0.11; C -0.12; C 0.11; H 0.21; H 0.22

=====

Record 4
A gas-phase ion, C2HN4O2S (charge -1), computed with ωB97M-V with the def2-TZVPD basis set.

Computed properties:
charge: -1
max |F|: 3.03 eV/Å
energy relative to the best compared isomer or geometry (same formula, charge and spin): 14.5 kcal per mole
orbital gap: 7.13 eV
LUMO level: 3.1 eV

```
10
C2HN4O2S, DFT ωB97M-V with the def2-TZVPD basis set
C 1.3480 -0.6921 -0.5724
C 0.2331 0.1063 -0.2882
N 0.5463 1.4288 -0.2765
N 1.7024 1.7370 -0.5250
N -0.9412 -0.4911 0.0057
N -1.9425 -0.2616 0.7852
O -1.9074 0.4704 1.8162
O -2.9863 -0.9255 0.5636
S 2.6990 0.3907 -0.8017
H 1.2484 -1.7629 -0.7068
```

These are the natural (NBO) partial charges, in e, on atoms 1 to 5: C -0.51; C 0.25; N -0.20; N -0.33; N -0.46

=====

Record 5
10 unconnected molecules or ions with the total composition C30H72N2O14S2, computed with ωB97M-V with the def2-TZVPD basis set.

Computed properties:
structure (SMILES): CCCCN(CCCCC1=C(OCCNC[C@@H](C)O)C(=O)OC1=O)C(=S)SCCC.CO.CO.CO.CO.CO.CO.CO.CO.CO
charge: 0
max |F|: 5.52 eV/Å
orbital gap: 7.85 eV
LUMO level: -0.3 eV

```
120
C30H72N2O14S2, DFT ωB97M-V with the def2-TZVPD basis set
C -1.5611 -6.1267 -4.5221
C -0.1957 -5.4416 -4.3179
C -0.4731 -4.0236 -3.7511
C 0.8666 -3.3511 -3.4124
N 0.6908 -2.0633 -2.7130
C 0.5270 -0.9400 -3.6542
C 0.3710 0.4485 -3.0299
C -0.9060 0.6593 -2.1830
C -0.7125 0.1140 -0.7355
C -1.8615 0.4960 0.1874
C -2.0825 -0.2623 1.2495
O -1.3997 -1.3071 1.6529
C -2.1434 -2.5433 1.5838
C -1.7106 -3.4318 2.7568
N -0.3929 -4.0306 2.5698
C 0.6092 -3.4897 3.4813
C 2.0009 -4.0923 3.2574
C 2.8649 -4.0281 4.5211
O 1.9207 -5.4385 2.7622
C -3.3069 0.3549 1.9024
O -3.9948 -0.0200 2.7341
O -3.5508 1.5556 1.2625
C -2.8276 1.6318 0.0891
O -2.9557 2.4307 -0.7306
C 1.7510 -1.8873 -1.8078
S 1.6216 -2.5851 -0.3223
S 3.2143 -0.9805 -2.2295
C 4.1933 -0.6912 -0.7423
C 4.7233 0.7689 -0.6568
C 3.5873 1.7879 -0.8528
H -1.4839 -7.1174 -4.9787
H -2.0370 -6.2461 -3.5435
H -2.1711 -5.4752 -5.1536
H 0.4444 -5.9863 -3.6173
H 0.3290 -5.2987 -5.2691
H -1.0364 -3.4480 -4.4922
H -1.0371 -4.1606 -2.8223
H 1.5286 -3.2882 -4.2854
H 1.3609 -4.0389 -2.7209
H -0.4065 -1.1361 -4.1998
H 1.3211 -0.9570 -4.4218
H 1.2233 0.7867 -2.4376
H 0.2986 1.1479 -3.8702
H -1.8000 0.1897 -2.6090
H -1.0712 1.7402 -2.1176
H -0.7443 -0.9739 -0.8198
H 0.2590 0.4300 -0.3467
H -1.9500 -3.0892 0.6529
H -3.2257 -2.3746 1.6467
H -2.4374 -4.2573 2.7632
H -1.7897 -2.8950 3.7122
H -0.4591 -5.0299 2.7155
H 0.6739 -2.4078 3.3126
H 0.3188 -3.6563 4.5369
H 2.5690 -3.5392 2.5008
H 2.5934 -4.7904 5.2555
H 3.8873 -4.2309 4.1801
H 2.8480 -2.9994 4.9179
H 2.1011 -5.3802 1.8168
H 3.6544 -0.8799 0.1897
H 5.0556 -1.3661 -0.7277
H 5.5879 0.9365 -1.3028
H 5.0696 0.8672 0.3804
H 2.7067 1.5421 -0.2505
H 3.9093 2.8019 -0.6007
H 3.2972 1.7848 -1.9092
C 3.8082 -1.6091 7.5025
O 2.9652 -1.2239 6.4160
H 4.4846 -2.3866 7.1538
H 4.3910 -0.7491 7.8435
H 3.2055 -1.9952 8.3256
H 2.3747 -0.5372 6.7424
C -0.4993 4.8298 -1.0168
O 0.2348 4.1379 -0.0074
H 0.1734 5.5255 -1.5136
H -0.8882 4.1186 -1.7494
H -1.3231 5.3855 -0.5661
H -0.3738 3.5277 0.4220
C -4.1105 6.7212 -1.2243
O -4.2187 5.8104 -2.3067
H -3.8752 7.7063 -1.6235
H -5.0586 6.7662 -0.6818
H -3.3116 6.4024 -0.5507
H -4.4278 4.9476 -1.9236
C 1.4507 3.8759 -3.5754
O 2.2837 2.8352 -4.0633
H 1.2341 3.6856 -2.5241
H 1.9607 4.8392 -3.6670
H 0.5145 3.8991 -4.1372
H 2.4598 3.0265 -4.9926
C -5.6899 4.1597 1.3730
O -5.0756 3.7576 0.1522
H -6.4486 4.9024 1.1517
H -6.1592 3.2983 1.8571
H -4.9449 4.5980 2.0413
H -4.4077 3.1007 0.3699
C 0.9368 2.9338 -7.6052
O 1.2653 3.8498 -6.5618
H 0.8539 1.9400 -7.1714
H -0.0170 3.2074 -8.0610
H 1.7203 2.9293 -8.3665
H 1.3356 4.7256 -6.9567
C 4.6305 -3.4685 -4.9911
O 3.5374 -4.3795 -4.9212
H 4.3992 -2.7090 -5.7344
H 4.7827 -2.9888 -4.0215
H 5.5374 -4.0013 -5.2884
H 3.7572 -5.0450 -4.2606
C -8.1140 6.3061 3.4987
O -7.1136 6.7723 2.5993
H -7.6249 5.9855 4.4153
H -8.8200 7.1075 3.7306
H -8.6511 5.4589 3.0636
H -7.5611 7.0526 1.7937
C 2.7535 -1.2948 11.6866
O 2.6538 -2.2332 10.6196
H 3.0280 -0.3297 11.2675
H 1.7942 -1.2026 12.2016
H 3.5216 -1.6089 12.3974
H 2.4109 -3.0816 11.0051
```

These are the Löwdin partial charges, in e, on atoms 1 to 5: C -0.12; C -0.26; C -0.19; C -0.21; N -0.19